[1]
Entry from the Open Molecules 2025 dataset: 4 unconnected molecules or ions with the total composition C25H59N6 in a non-equilibrium geometry (the ωB97M-V functional and the def2-TZVPD basis).

Summary:
Lowest unoccupied orbital energy in eV: -4.670
F_max in Eh/bohr: 0.0574

The geometry in ORCA input format:
```
! wB97M-V def2-TZVPD RIJCOSX def2/J DEFGRID3
* xyz 1 1
C 3.67 -2.89 4.54
C 4.08 -3.49 3.40
C 3.64 -2.98 2.05
N 4.67 -2.11 1.38
C 5.35 -2.76 0.22
C 6.78 -3.25 0.46
C 7.55 -2.43 1.48
N 6.68 -2.04 2.64
C 5.51 -1.52 2.28
N 5.14 -0.31 2.84
H 2.62 -2.64 4.67
H 4.38 -2.68 5.33
H 4.71 -4.37 3.50
H 2.75 -2.37 2.20
H 3.34 -3.79 1.39
H 4.76 -3.60 -0.13
H 5.35 -2.05 -0.61
H 6.81 -4.31 0.69
H 7.33 -3.14 -0.47
H 8.00 -1.54 1.04
H 8.37 -3.02 1.86
H 7.12 -1.34 3.23
H 4.63 -0.34 3.71
H 5.40 0.58 2.46
C -1.38 1.21 -1.51
C -0.18 1.30 -0.58
N -0.17 0.27 0.44
C 0.80 0.50 1.49
C 2.29 0.48 1.10
C -0.26 -1.10 -0.03
C 0.82 -1.60 -1.01
H -2.32 1.22 -0.95
H -1.38 2.06 -2.20
H -1.36 0.30 -2.13
H -0.22 2.27 -0.08
H 0.74 1.30 -1.19
H 0.63 -0.22 2.29
H 0.58 1.48 1.93
H 2.65 -0.53 0.93
H 2.88 0.90 1.92
H 2.49 1.08 0.21
H -1.23 -1.23 -0.52
H -0.29 -1.77 0.83
H 1.04 -0.87 -1.79
H 0.48 -2.51 -1.50
H 1.76 -1.85 -0.49
C -0.43 0.05 -5.97
C -1.94 -0.05 -6.06
N -2.63 1.11 -5.51
C -4.06 0.90 -5.34
C -4.91 0.68 -6.59
C -2.24 2.39 -6.07
C -2.40 2.60 -7.58
H -0.11 0.24 -4.94
H 0.02 -0.88 -6.30
H -0.03 0.85 -6.60
H -2.25 -0.92 -5.48
H -2.22 -0.25 -7.10
H -4.46 1.75 -4.78
H -4.18 0.04 -4.68
H -5.07 1.60 -7.15
H -5.90 0.31 -6.30
H -4.48 -0.06 -7.26
H -1.19 2.57 -5.81
H -2.79 3.18 -5.54
H -2.05 1.75 -8.16
H -1.81 3.47 -7.89
H -3.43 2.81 -7.86
C -3.11 0.01 2.18
C -3.37 1.37 2.81
N -4.32 1.32 3.90
C -4.78 2.64 4.32
C -3.75 3.60 4.92
C -4.00 0.40 4.97
C -2.66 0.57 5.70
H -4.04 -0.46 1.85
H -2.46 0.13 1.31
H -2.60 -0.67 2.87
H -3.78 2.02 2.03
H -2.41 1.81 3.11
H -5.60 2.51 5.02
H -5.22 3.12 3.44
H -3.49 3.33 5.94
H -4.18 4.61 4.96
H -2.84 3.66 4.33
H -4.04 -0.62 4.56
H -4.82 0.42 5.70
H -1.84 0.75 5.01
H -2.43 -0.35 6.25
H -2.69 1.38 6.43
*
```


[2]
Entry from the Open Molecules 2025 dataset: 11 unconnected molecules or ions with the total composition C25H60N7O19 in a non-equilibrium geometry (the ωB97M-V functional and the def2-TZVPD basis).

Summary:
Expectation value of S²: 0.755
Lowest unoccupied orbital energy (spin up / spin down) in eV: -10.238 / -10.774
F_max in Eh/bohr: 0.1402
ΔE to the lowest compared entry with this formula, charge and spin in kcal per mole: 149.6

The geometry in ORCA input format:
```
! wB97M-V def2-TZVPD RIJCOSX def2/J DEFGRID3
* xyz 4 2
C -4.13 1.88 4.79
C -4.80 1.71 3.42
O -5.22 2.67 2.78
N -5.04 0.32 2.86
H -5.63 -0.12 3.56
H -5.60 0.38 2.02
C -3.84 -0.36 2.47
H -3.11 1.51 4.91
H -4.86 1.38 5.43
H -4.19 2.96 4.94
H -3.44 0.20 1.62
H -4.10 -1.30 1.99
H -3.19 -0.42 3.35
C 1.82 -6.12 0.05
C 1.73 -4.82 0.73
O 2.77 -4.32 1.16
N 0.37 -4.23 1.03
H -0.33 -4.73 0.50
H -0.06 -4.44 1.92
C 0.32 -2.71 0.72
H 2.76 -6.42 -0.42
H 1.31 -6.23 -0.90
H 1.42 -6.78 0.82
H 0.31 -2.43 -0.33
H 0.91 -2.03 1.33
H -0.67 -2.41 1.06
C -7.08 -2.48 -2.87
C -5.85 -2.90 -2.09
O -5.81 -4.02 -1.48
N -4.77 -1.79 -1.83
H -4.41 -1.52 -2.73
H -5.23 -0.98 -1.43
C -3.62 -2.23 -0.87
H -6.93 -1.41 -3.06
H -7.97 -2.47 -2.24
H -7.13 -3.01 -3.82
H -2.90 -2.86 -1.40
H -3.95 -2.81 -0.01
H -3.10 -1.29 -0.65
C -2.38 4.00 1.04
C -0.91 4.45 0.75
O -0.66 5.42 0.04
N 0.18 3.69 1.47
H -0.38 3.30 2.22
H 0.51 2.93 0.88
C 1.25 4.63 1.93
H -3.13 4.69 0.65
H -2.74 4.02 2.07
H -2.59 3.07 0.52
H 1.76 4.88 1.00
H 1.78 4.07 2.70
H 0.77 5.49 2.40
C 4.55 -0.50 -4.27
C 4.82 -0.13 -2.81
O 5.00 1.02 -2.36
N 4.80 -1.28 -1.79
H 4.47 -2.14 -2.20
H 5.77 -1.36 -1.51
C 3.71 -0.95 -0.75
H 3.82 0.20 -4.67
H 4.33 -1.56 -4.38
H 5.42 -0.33 -4.90
H 2.83 -0.72 -1.35
H 4.25 -0.11 -0.31
H 3.50 -1.84 -0.17
C 2.87 -0.10 3.34
C 3.31 1.03 4.29
O 4.44 1.48 4.34
N 2.22 1.69 5.14
H 2.11 2.68 4.95
H 1.31 1.26 5.12
C 2.66 1.68 6.66
H 3.78 -0.30 2.77
H 2.06 0.39 2.81
H 2.53 -0.95 3.93
H 1.96 2.26 7.25
H 3.63 2.18 6.73
H 2.75 0.61 6.87
C 1.07 -2.99 -6.15
C 1.40 -1.50 -5.67
O 2.30 -0.78 -6.16
N 0.73 -0.97 -4.42
H 0.90 -1.53 -3.59
H 1.20 -0.19 -3.98
C -0.80 -0.54 -4.57
H 1.81 -3.47 -6.80
H 0.12 -3.20 -6.65
H 1.08 -3.60 -5.24
H -0.81 0.45 -5.03
H -1.20 -0.54 -3.55
H -1.30 -1.41 -4.98
O 0.73 3.63 -3.78
C 1.14 2.62 -4.49
O 0.46 2.43 -5.46
O 1.91 1.79 -4.04
H 1.35 3.48 -3.06
O -0.58 -0.24 2.92
C -0.60 0.75 3.82
O -0.45 0.59 5.01
O -0.62 1.91 3.43
H -0.44 0.38 2.20
O 0.38 0.65 -1.71
C 0.15 0.65 -0.42
O 1.06 1.06 0.35
O -0.98 0.35 0.06
H 1.16 1.21 -1.73
O 3.49 2.82 -0.02
C 3.28 3.60 -1.00
O 2.15 3.58 -1.43
O 4.18 4.35 -1.40
H 2.62 2.46 -0.18
*
```


[3]
Entry from the Open Molecules 2025 dataset: a molecular structure, C25H61N4O11 in a non-equilibrium geometry (the ωB97M-V functional and the def2-TZVPD basis).

Summary:
Lowest unoccupied orbital energy in eV: 2.184
F_max in Eh/bohr: 0.2759
ΔE to the lowest compared entry with this formula, charge and spin in kcal per mole: 209.9

The geometry in ORCA input format:
```
! wB97M-V def2-TZVPD RIJCOSX def2/J DEFGRID3
* xyz -1 1
C -1.88 1.94 0.22
O -1.20 2.54 1.10
O -2.85 1.14 0.71
O -1.96 2.26 -0.94
H -2.70 0.76 1.47
C 0.03 -0.01 -5.54
O 0.59 0.76 -4.77
C -0.30 1.87 -4.36
C 0.47 2.78 -3.43
N -0.42 3.86 -3.01
C 0.15 4.65 -1.99
C -0.86 5.52 -1.29
O -0.25 6.26 -0.25
C 0.01 5.70 1.04
H 0.71 -1.02 -5.42
H 0.05 0.44 -6.58
H -0.95 -0.41 -5.10
H -1.30 1.53 -3.98
H -0.66 2.58 -5.36
H 1.38 3.31 -4.06
H 0.89 2.24 -2.48
H -0.98 3.21 -2.59
H 0.94 5.31 -2.45
H 0.32 3.94 -1.37
H -1.90 5.12 -0.94
H -1.02 6.29 -1.99
H 0.86 5.10 1.14
H -0.93 5.49 1.29
H 0.12 6.45 1.70
C -3.76 -9.50 -4.35
O -4.48 -8.47 -4.19
C -3.59 -7.38 -3.87
C -4.58 -6.17 -3.65
N -3.77 -4.99 -3.40
C -4.36 -3.73 -3.25
C -3.47 -2.52 -2.75
O -4.29 -1.42 -2.61
C -3.50 -0.29 -2.16
H -3.11 -9.48 -5.15
H -4.60 -10.36 -4.40
H -2.97 -9.75 -3.55
H -2.86 -7.02 -4.45
H -2.98 -7.51 -3.15
H -5.26 -6.47 -2.75
H -5.12 -5.98 -4.58
H -3.03 -4.93 -4.06
H -4.95 -3.85 -2.49
H -4.72 -3.38 -4.24
H -2.49 -2.39 -3.39
H -3.03 -2.85 -1.80
H -2.90 -0.55 -1.23
H -4.03 0.53 -1.87
H -2.82 0.03 -3.07
C 8.95 -2.65 4.00
O 8.91 -1.38 3.83
C 7.74 -0.76 4.22
C 6.60 -0.85 3.07
N 5.39 -0.01 3.30
C 4.34 -0.36 2.30
C 3.23 0.71 2.41
O 2.11 0.38 1.62
C 1.14 1.43 1.63
H 9.91 -3.11 3.60
H 8.28 -3.34 3.47
H 9.08 -2.81 4.85
H 7.79 0.36 4.30
H 7.36 -1.18 5.09
H 6.31 -2.10 3.29
H 6.89 -0.65 2.00
H 5.83 0.86 2.87
H 3.83 -1.52 2.42
H 4.64 -0.31 1.25
H 3.81 1.51 2.29
H 2.89 0.89 3.57
H 1.77 2.24 1.17
H 0.83 1.79 2.57
H 0.36 0.98 0.98
C -1.36 6.13 3.85
O -0.92 5.05 4.33
C -1.63 3.86 3.74
C -0.70 2.73 3.80
N -1.19 1.68 2.89
C -0.60 0.30 3.06
C -1.09 -0.61 2.04
O -0.17 -1.75 2.18
C -0.63 -2.86 1.48
H -0.88 7.05 4.31
H -2.44 6.18 3.99
H -1.11 5.95 2.64
H -1.77 3.81 2.66
H -2.66 3.65 4.35
H -0.44 2.45 4.90
H 0.42 2.97 3.32
H -0.97 2.07 1.97
H -0.83 -0.04 4.16
H 0.50 0.45 3.01
H -0.88 -0.15 0.88
H -1.99 -1.02 2.10
H -0.79 -2.46 0.45
H -1.62 -3.05 1.80
H 0.04 -3.67 1.63
*
```